# CH10N3O2

A cluster of 3 separate species, CH10N3O2 in total at a distorted geometry (ωB97M-V/def2-TZVPD, the Open Molecules 2025 dataset).

## Properties
Relative energy (zero: lowest compared OMol25 entry of this formula, charge and spin) ... 34.8 kcal/mol
E ... -358.62587 Eh
Kohn-Sham gap ... 11.40 eV
Highest occupied orbital energy ... -14.33 eV

Structure (ORCA input):
```
! RIJCOSX wB97M-V def2-TZVPD def2/J DEFGRID3
* xyz 1 1
H -0.23998 0.39064 -1.66982
H 1.92072 -2.15670 -1.87145
H -0.40995 3.26800 0.19378
N -0.24797 2.45514 -0.38247
O -0.44026 -1.78664 1.31529
N -1.12456 1.02857 1.18430
H -0.21531 -2.04696 0.40947
H 2.25354 -2.41859 -0.44160
N 0.02457 0.20805 -0.71216
H -1.18315 0.11362 1.60033
H -1.24184 1.80894 1.81527
C -0.53454 1.22072 0.03754
H -1.01368 -2.52009 1.63883
H 0.73184 -0.53985 -0.75622
H -0.15008 2.70488 -1.35875
O 1.87066 -1.72976 -1.00234
*
```

Löwdin atomic charge list, values in e, 2 entries:
1 H 0.112
2 H 0.088

---

# C21H51N5O3

A cluster of 5 separate species, C21H51N5O3 in total at a distorted geometry (ωB97M-V/def2-TZVPD, the Open Molecules 2025 dataset).

## Properties
Relative energy (zero: lowest compared OMol25 entry of this formula, charge and spin) ... 0.0 kcal/mol
E ... -1330.23809 Eh
Kohn-Sham gap ... 8.62 eV
Highest occupied orbital energy ... -8.34 eV

Structure (ORCA input):
```
! RIJCOSX wB97M-V def2-TZVPD def2/J DEFGRID3
* xyz 0 1
C -2.17268 -4.58208 -2.88209
H 4.69559 -4.73130 -2.05408
H -2.35496 4.90684 -0.91903
H -0.86444 1.95822 -1.37747
H -1.08686 5.38880 0.11725
H -1.48071 1.06099 1.87655
C -4.55220 3.53170 -0.16951
C -0.76088 4.22801 2.64058
H 1.54529 1.65755 1.45975
H -0.47137 4.43545 3.67967
H 5.60353 -3.24447 0.44647
C -1.48905 -0.98703 -3.86327
N -2.67599 4.53652 1.10634
H -0.58280 2.21588 0.31094
H -0.77541 3.13557 2.62973
H -3.00273 -4.82375 -2.20805
H -2.10363 5.92365 2.63456
H -3.92346 -0.03924 1.86343
H 1.37945 -1.00088 -0.45631
N 2.44868 1.21690 1.44272
H -2.63207 -0.73865 2.91007
C -2.11796 4.84604 2.40571
H -2.42871 -4.98550 -3.85554
H 0.93201 -2.50027 -1.18215
N -1.92492 0.37711 1.29120
H -0.53522 -1.03584 -3.33011
C -0.64635 1.43046 -0.45533
H -4.53459 4.10468 -1.09579
H 3.16633 -2.64943 0.80890
C 2.69749 -6.17932 -1.10761
H -4.26823 3.54421 1.90514
H -1.28329 -0.50395 -4.81417
C -1.58672 0.34161 -0.02128
H 1.92347 -6.88475 -0.79900
H 2.61587 -6.02353 -2.18164
H 5.19484 -4.90277 0.53476
H 1.49877 -4.69607 -0.17006
H 6.54911 -4.38077 -0.53152
H 3.05601 -4.97579 0.66675
H -2.44480 7.32300 -0.89792
C 3.36363 1.74920 0.44430
H -3.00455 -1.42042 1.35328
H 4.35087 1.31227 0.56032
H -5.61668 3.30411 -0.01328
C -1.95657 -2.41454 -4.07538
C 2.86183 0.42830 2.47297
H -4.07793 2.55817 -0.29247
N 3.16115 -3.74421 -1.00030
C 1.76445 -0.30972 3.20429
H 3.64931 -6.67809 -0.91096
H 0.36617 1.02030 -0.48925
C 4.55249 -3.92935 -1.31765
C -2.92283 -0.47649 1.89473
C -2.17920 5.39342 0.04811
C 2.56362 -4.87799 -0.31159
H 3.02556 1.46477 -0.55606
C 5.55242 -4.15040 -0.17118
C -4.08710 4.25246 1.08906
H 0.01824 4.63286 1.99576
O 4.03989 0.25889 2.74033
H 0.98222 0.39418 3.52040
C 2.92450 -2.51319 -0.26328
H -4.77775 5.08785 1.30347
O -1.85474 -0.60076 -0.74828
C -2.75505 6.80081 0.00459
C 1.45718 -2.08163 -0.32024
H 4.91804 -3.09520 -1.93249
H 1.33190 -1.07675 2.57003
H -1.29840 -5.10283 -2.48026
H 3.56320 -1.70984 -0.62599
H -1.63185 -2.72869 -2.07789
H 3.44936 2.83291 0.51989
H -3.83786 6.75860 0.11514
O -2.28955 -2.86435 -5.15442
N -1.93330 -3.16196 -2.93609
H 2.18085 -0.68222 4.13539
H 0.90877 -2.37739 0.57392
H -2.39658 7.39804 0.84902
H -2.18779 -0.41178 -3.26424
H -2.78434 4.46286 3.18768
*
```

Löwdin atomic charge list, values in e, 2 entries:
1 C -0.079
2 H 0.105

---

Look up the Kohn-Sham gap of the second one. 8.62 eV

---

The lowest E belongs to which entry? C21H51N5O3

---

highest occupied orbital energy of number 2 (C21H51N5O3)? -8.34 eV

---

Which value of relative energy (zero: lowest compared OMol25 entry of this formula, charge and spin) does entry 2 give? 0.0 kcal/mol